Run A
Molecular formula: C13H17N
Method: DFT, wB97M-V/def2-TZVPD

Geometry as ORCA input:
```
! wB97M-V def2-TZVPD RIJCOSX def2/J DEFGRID3
* xyz 0 1
C 2.83123 -1.77108 -0.19628
C 2.82584 -0.67166 0.68615
C 1.67460 0.19097 0.77325
C 0.64911 0.02489 -0.07344
C 0.71702 -1.03684 -0.99562
C 1.76633 -1.99597 -1.13532
C -0.57112 -1.43028 -1.66699
C -1.28336 -0.25712 -2.25320
C -1.22344 0.96294 -1.27331
C -0.60864 0.69440 -0.02193
C -0.56032 2.06624 0.75192
C -1.36628 1.90041 2.12902
N -2.39862 0.91470 1.76385
C -1.37086 -0.17886 1.10005
H 3.72433 -2.51703 -0.02632
H 3.64561 -0.45823 1.27958
H 1.80783 0.74536 1.73367
H 1.86118 -2.52021 -2.05474
H -1.27513 -1.76412 -0.83783
H -0.31892 -2.13675 -2.50634
H -0.60111 0.31780 -3.04860
H -2.28057 -0.50029 -2.75746
H -0.62651 1.89032 -1.75563
H -2.21980 1.49810 -1.12627
H -0.75212 3.12808 0.26229
H 0.45293 2.06575 1.23219
H -0.64110 1.44870 2.86973
H -1.86350 2.84417 2.33927
H -2.53779 0.25744 2.55669
H -1.93465 -1.15232 0.58341
H -0.53099 -0.53803 1.96358
*
```

SMILES string = c1ccc2c(c1)CCC[C@]21CCNC1
Frontier orbital gap = 9.42 eV
HOMO = -8.6 eV
Molar mass = 187.286 g mol⁻¹

=====

Run B
Molecular formula: C13H17N
Method: DFT, wB97M-V/def2-TZVPD

Geometry as ORCA input:
```
! wB97M-V def2-TZVPD RIJCOSX def2/J DEFGRID3
* xyz 0 1
C -1.11358 -0.47919 3.18822
C -0.86641 0.59232 2.53283
C -0.64152 1.69818 1.83610
C 0.24010 1.56407 0.53910
C 1.05017 2.83757 0.40842
N -0.63385 1.40352 -0.60989
C -1.66818 2.45845 -0.63460
C -1.21760 0.13973 -0.88302
C -0.11970 -0.97294 -0.97920
C -0.05630 -2.12236 -0.24033
C 0.84804 -3.10816 -0.32853
C 1.94156 -2.90049 -1.14109
C 1.89200 -1.76139 -1.91831
C 0.86445 -0.80747 -1.90302
H -1.85377 -1.16592 2.81149
H -0.87345 -0.62737 4.25570
H -1.12163 2.62286 1.97895
H 0.74812 0.59972 0.75700
H 1.42365 3.05787 1.46836
H 1.96147 2.44332 -0.31998
H 0.52733 3.80227 0.01035
H -2.40436 2.18485 0.26002
H -2.12031 2.53871 -1.65364
H -1.26865 3.40219 -0.36925
H -1.96384 -0.08716 -0.16396
H -1.63001 0.13722 -1.93644
H -0.91606 -2.38264 0.39659
H 0.63284 -3.95974 0.21999
H 2.74130 -3.65895 -1.13405
H 2.75280 -1.54700 -2.49064
H 0.88329 -0.01483 -2.68074
*
```

SMILES string = C=C=C[C@H](C)N(C)Cc1ccccc1
Frontier orbital gap = 9.22 eV
HOMO = -8.3 eV
Molar mass = 187.286 g mol⁻¹

=====

Relative energy of each structure, in hartree: run A 0.0209; run B 0.0000.

=====

Run A
Molecular formula: C5H29N2O9
Method: DFT, wB97M-V/def2-TZVPD

Geometry as ORCA input:
```
! wB97M-V def2-TZVPD RIJCOSX def2/J DEFGRID3
* xyz -1 1
C -1.47015 -0.73094 1.72114
N -0.76743 -1.19104 0.52371
C -1.62467 -1.66052 -0.55996
C -0.84333 -1.41461 -1.87049
C -0.48464 0.01543 -2.19487
O 0.29844 0.67012 -1.21460
C -1.85278 0.76283 1.73794
N -2.26459 1.35542 0.46167
H -0.81263 -0.87210 2.58179
H -2.25939 -1.46620 1.86807
H -0.15772 -0.46030 0.14500
H -2.57827 -1.11787 -0.56721
H -1.83594 -2.73579 -0.52801
H -1.44281 -1.79347 -2.70958
H 0.06134 -2.01626 -1.80887
H 0.07728 0.06349 -3.14490
H -1.41223 0.61370 -2.31204
H -2.57042 0.96659 2.53940
H -0.99686 1.35249 2.08176
H -3.15203 0.96805 0.16645
H -1.54315 1.13961 -0.22120
H -0.00357 2.29473 -1.38176
H -1.09338 3.30622 -0.88070
O -0.21094 3.26515 -1.26286
H -4.30474 -2.31876 0.73275
H -3.75294 -1.08716 1.43780
O -4.57275 -1.58329 1.29043
H 1.77936 0.16147 1.96616
H 2.02466 -0.67293 3.22729
O 1.47478 0.02697 2.86933
H 1.09634 2.83529 1.48106
H 0.19354 3.80584 0.79249
O 0.50813 3.57299 1.67674
H 2.24489 -2.22559 -1.59511
H 2.08411 -0.88682 -2.28683
O 2.56582 -1.71892 -2.38878
H 1.79801 1.23436 -1.20102
H 2.89159 2.05375 -2.00588
O 2.76752 1.51299 -1.23676
H 2.19791 -2.01210 0.55324
H 0.86862 -2.26635 0.03928
O 1.76083 -2.67010 -0.04112
H 3.73834 -1.21909 -0.07980
H 2.86153 -0.05325 -0.12691
O 3.25920 -0.64213 0.53140
*
```

Frontier orbital gap = 8.41 eV
HOMO = -5.4 eV
Molar mass = 261.292 g mol⁻¹

=====

Run B
Molecular formula: C5H29N2O9
Method: DFT, wB97M-V/def2-TZVPD

Geometry as ORCA input:
```
! wB97M-V def2-TZVPD RIJCOSX def2/J DEFGRID3
* xyz -1 1
C -0.37219 -1.48518 -2.24070
N -0.29650 -2.57772 -1.29958
C -1.29162 -2.70587 -0.24145
C -0.69452 -0.04716 -1.72844
C -0.53973 0.99074 -2.83769
N -2.08060 0.09182 -1.17683
C -2.34965 1.22791 -0.34160
O -2.87673 2.29757 -1.24230
H -1.15404 -1.66304 -2.96693
H 0.60279 -1.42498 -2.73189
H 0.59029 -2.56403 -0.82001
H -1.05728 -3.28793 0.64510
H -2.28294 -3.01650 -0.52004
H -1.50565 -1.68401 0.10098
H -0.01690 0.15920 -0.89269
H 0.33874 0.69073 -3.41610
H -0.39423 1.99449 -2.43600
H -1.43444 1.03300 -3.45436
H -2.76894 0.09505 -1.91397
H -1.48647 1.70330 0.15230
H -3.21548 1.11093 0.30392
H -1.74328 -0.22854 2.51306
H -1.41835 -1.21466 3.71797
O -2.08764 -0.85501 3.13191
H 0.14008 3.39397 0.87664
H -2.13818 2.84588 -1.50098
O 0.16537 2.50994 0.58127
H 1.51647 2.15538 0.53130
H 2.96795 2.36083 1.15365
O 2.53327 1.80140 0.50126
H 2.36402 2.83661 -1.04358
H 2.78182 1.74321 -2.01214
O 2.59743 2.68292 -1.98620
H 0.30050 1.43524 3.22377
H 0.36411 1.49351 1.71977
O 0.32638 0.81145 2.49710
H 0.34587 -0.79769 3.09560
H 0.55044 -2.11452 2.66793
O 0.44942 -1.68114 3.52628
H 1.96302 -2.78151 1.16235
H 2.72422 -2.66973 -0.06789
O 2.49588 -3.33169 0.58999
H 1.84331 -0.34951 1.99298
H 2.96858 -0.19115 0.95200
O 2.27540 -0.79350 1.23423
*
```

Frontier orbital gap = 7.86 eV
HOMO = -5.1 eV
Molar mass = 261.292 g mol⁻¹

=====

Relative energy of each structure, in hartree: run A 0.0000; run B 0.0444.

=====

Run A
Molecular formula: C7H14O2
Method: DFT, wB97M-V/def2-TZVPD

Geometry as ORCA input:
```
! wB97M-V def2-TZVPD RIJCOSX def2/J DEFGRID3
* xyz 0 1
C -0.46919 -0.07474 -0.66770
C 0.49257 -0.69309 0.26078
C 0.10432 0.29780 -2.03983
C 0.11219 -1.44705 1.48270
C 1.08205 2.11592 0.37363
C -0.11364 1.20962 0.49234
C -1.17562 1.52606 1.22992
O -1.66562 -0.57432 -0.65295
O -0.20187 -2.70658 -1.09121
H -1.00828 -2.09945 -1.01278
H -0.44794 -3.52308 -0.65138
H 1.54816 -0.67306 -0.00306
H -0.59740 0.96920 -2.53524
H 0.20123 -0.61625 -2.62515
H 1.09265 0.75883 -2.00509
H 0.55768 -0.96570 2.35826
H -0.96835 -1.49029 1.59411
H 0.53361 -2.45073 1.44085
H 1.19839 2.49390 -0.64206
H 0.97611 2.97931 1.03069
H 2.01640 1.61884 0.64515
H -1.21981 2.45696 1.78143
H -2.04763 0.88789 1.23658
*
```

Frontier orbital gap = 8.30 eV
HOMO = -8.5 eV
Molar mass = 130.187 g mol⁻¹

=====

Run B
Molecular formula: C7H14O2
Method: DFT, wB97M-V/def2-TZVPD

Geometry as ORCA input:
```
! wB97M-V def2-TZVPD RIJCOSX def2/J DEFGRID3
* xyz 0 1
C -0.56456 -0.69426 1.47022
C -1.74659 0.34879 -0.18820
C 0.69128 0.35045 -0.92839
C -2.42984 0.31039 -1.49628
C 2.17925 0.35454 -1.26806
C 0.77772 -0.45214 0.78801
C 1.62808 0.23957 1.66273
O -1.61664 -0.78387 0.47425
O -0.55845 -1.89277 2.16580
H -1.41309 -1.99949 2.60073
H -0.84403 0.14539 2.12639
H -1.62861 1.28319 0.35452
H 0.34250 1.38352 -0.95903
H 0.16809 -0.25211 -1.67023
H 1.16439 -1.40583 0.42355
H -2.45987 -0.70859 -1.88076
H -1.88918 0.93953 -2.21514
H -3.45558 0.69085 -1.43560
H 2.73371 0.97215 -0.55963
H 2.33151 0.76300 -2.27144
H 2.60779 -0.65066 -1.24271
H 2.65415 -0.05512 1.82361
H 1.32798 1.11349 2.22565
*
```

Frontier orbital gap (alpha / beta) = 6.37 / 8.69 eV
HOMO (alpha / beta) = -6.4 / -7.8 eV
Molar mass = 130.187 g mol⁻¹

=====

Run C
Molecular formula: C7H14O2
Method: DFT, wB97M-V/def2-TZVPD

Geometry as ORCA input:
```
! wB97M-V def2-TZVPD RIJCOSX def2/J DEFGRID3
* xyz 0 1
C -2.59178 -1.53088 -1.27457
C -1.35348 -0.99790 -1.36442
C -1.40744 0.50036 -1.25499
C -0.26651 1.14107 -0.91315
C -0.20694 2.64886 -0.83812
C 0.97812 0.48673 -0.59267
C 1.00474 -0.46635 0.34230
H -3.53349 -1.13892 -0.98995
H -2.67508 -2.60340 -1.30490
H -0.46584 -1.56588 -1.61267
H -2.35398 0.96089 -1.38314
H -1.19212 3.08038 -0.53018
H 0.58715 2.85273 -0.09925
H 0.30169 2.89884 -1.80780
H 1.86421 0.90365 -1.09986
H 0.16480 -0.99836 0.91368
H 1.91182 -1.01016 0.55678
O -0.86875 -1.79541 3.22499
H -0.50754 -2.32769 2.50209
H -0.11220 -1.21654 3.52816
O 3.73199 0.25411 1.12440
H 2.98478 0.54983 1.60222
H 4.00584 -0.62598 1.27105
*
```

SMILES string = C=C/C=C(/C)C=C.O.O
Frontier orbital gap = 8.72 eV
HOMO = -8.2 eV
Molar mass = 130.187 g mol⁻¹

=====

Relative energy of each structure, in hartree: run A 0.0065; run B 0.0705; run C 0.0000.

=====

Run A
Molecular formula: C5H14N2O2
Method: DFT, wB97M-V/def2-TZVPD

Geometry as ORCA input:
```
! wB97M-V def2-TZVPD RIJCOSX def2/J DEFGRID3
* xyz 0 1
C -0.12639 0.37089 -0.04333
C 0.73219 -0.46889 -0.74725
C 2.24794 1.07222 -0.40560
C -1.77416 -1.14134 -0.37724
C -2.75031 -0.81257 0.72717
N -0.80316 1.48054 -0.57882
N 3.24591 0.50272 0.40839
O 0.05376 0.38458 1.31964
O 1.24952 -1.58680 -0.18010
H -0.73621 0.79519 1.69627
H 1.05892 -1.56081 0.76910
H 0.67779 -0.51041 -1.82511
H -1.25163 1.24978 -1.45540
H -0.23653 2.31708 -0.64540
H 2.92140 0.36330 1.35842
H 3.59177 -0.37572 0.04097
H 2.54064 1.16365 -1.44774
H 1.93491 2.03574 -0.01006
H -2.17185 -0.96055 -1.37709
H -1.37018 -2.15063 -0.31496
H -3.03030 0.24629 0.70441
H -2.31944 -1.02393 1.71126
H -3.68458 -1.39034 0.67247
*
```

Frontier orbital gap = 6.81 eV
HOMO = -6.1 eV
Molar mass = 134.179 g mol⁻¹

=====

Run B
Molecular formula: C5H14N2O2
Method: DFT, wB97M-V/def2-TZVPD

Geometry as ORCA input:
```
! wB97M-V def2-TZVPD RIJCOSX def2/J DEFGRID3
* xyz 0 1
C 0.44556 2.90633 -0.39802
N -0.56810 2.41373 0.16147
C -1.42190 1.48357 -0.65287
C -1.21390 0.01177 -0.34397
C 0.18696 -0.55437 -0.58562
N 0.21540 -1.15299 -1.90169
C 0.65947 -1.74889 0.33598
O 1.95625 -2.05512 -0.17259
H 0.66084 2.75341 -1.47805
H 1.16056 3.62198 0.02075
H -1.08544 1.73001 -1.59930
H -2.49723 1.77511 -0.44653
H -1.60789 -0.27811 0.67113
H -1.95132 -0.48712 -1.18269
H 1.00664 0.25163 -0.49735
H 0.92297 -0.71340 -2.42246
H 0.34072 -2.14103 -1.87176
H 0.66332 -1.42340 1.37657
H -0.03624 -2.56167 0.05693
H 2.38085 -2.71939 0.44310
O 0.30018 -0.46527 3.52991
H -0.42961 -1.02920 3.57378
H -0.08810 0.38240 3.38328
*
```

SMILES string = C=NCC[C@H](N)CO.O
Frontier orbital gap = 9.76 eV
HOMO = -8.9 eV
Molar mass = 134.179 g mol⁻¹

=====

Relative energy of each structure, in hartree: run A 0.0832; run B 0.0000.